1.
ORCA calculation (wB97M-V/def2-TZVPD) on a 4-piece molecular cluster, C26H38N4O10P2S overall.

The orbital gap is 6.4 eV. As for the total charge: 0.

Geometry (Å):
1 S 1.407 0.134 -3.738
2 P 1.955 0.019 -0.720
3 P 4.272 0.131 -1.183
4 O 1.184 1.578 1.437
5 O 1.674 0.996 -4.855
6 O -5.107 -1.388 -3.499
7 O 2.193 -0.658 5.509
8 O 3.108 -1.036 3.602
9 O -2.975 -1.648 -3.468
10 O -6.237 3.536 2.627
11 O 4.355 0.481 -2.808
12 O 2.075 -1.142 -3.626
13 O -4.098 3.318 2.552
14 N -5.222 3.020 2.204
15 N 3.158 -0.878 4.808
16 N 0.219 -0.171 -0.349
17 N -3.988 -1.127 -3.893
18 C 4.480 -0.953 5.455
19 C -4.372 0.343 -0.244
20 C 2.298 0.976 0.838
21 C 5.595 -1.165 4.665
22 C -4.227 1.338 0.710
23 C -4.974 0.530 -5.431
24 C 1.152 1.467 2.857
25 C -6.763 0.624 -0.198
26 C -3.529 1.869 -6.817
27 C -5.635 -0.013 -0.701
28 C -6.636 1.618 0.759
29 C 5.802 -0.863 7.428
30 C -2.410 1.234 -6.294
31 C -5.366 1.955 1.191
32 C -2.569 0.241 -5.343
33 C -3.845 -0.089 -4.929
34 C -4.804 1.518 -6.388
35 C 6.835 -1.223 5.281
36 C 4.555 -0.800 6.827
37 C 6.938 -1.072 6.657
38 C 1.527 1.045 -2.228
39 C -0.470 -1.272 -1.034
40 C 4.585 -1.672 -1.180
41 C -0.843 -2.455 -0.129
42 C 0.345 2.617 3.425
43 C 0.131 -3.629 -0.201
44 H 4.126 -0.280 -3.366
45 H 2.172 1.484 3.254
46 H 7.909 -1.115 7.132
47 H 2.220 1.861 -2.431
48 H 2.773 0.245 1.507
49 H 7.721 -1.385 4.683
50 H 0.079 -0.125 -3.751
51 H -0.503 2.837 2.776
52 H -7.497 2.127 1.165
53 H 0.949 3.518 3.530
54 H 5.465 -1.896 -1.786
55 H -1.843 -2.807 -0.395
56 H -0.262 -4.496 0.333
57 H 0.536 1.457 -2.043
58 H 1.093 -3.376 0.250
59 H -1.416 1.510 -6.620
60 H 0.314 -3.924 -1.235
61 H -3.494 -0.157 -0.633
62 H -0.896 -2.105 0.906
63 H 5.490 -1.280 3.597
64 H 2.102 -1.399 -0.809
65 H 3.657 -0.638 7.404
66 H -3.408 2.647 -7.559
67 H 0.163 -1.656 -1.847
68 H -5.671 2.018 -6.797
69 H 3.055 1.723 0.583
70 H -0.034 2.351 4.412
71 H -5.730 -0.788 -1.448
72 H -1.725 -0.272 -4.909
73 H 0.710 0.506 3.144
74 H 4.797 -1.983 -0.154
75 H 0.089 -0.269 0.651
76 H 3.737 -2.257 -1.555
77 H -3.255 1.631 1.078
78 H -5.953 0.243 -5.080
79 H -1.382 -0.888 -1.507
80 H -7.747 0.347 -0.554
81 H 5.885 -0.747 8.500



2.
ORCA calculation (wB97M-V/def2-TZVPD) on C4H10N2 as an isolated structure in a non-equilibrium geometry.

The calculation puts the energy above the lowest of the compared OMol25 structures with the same formula, charge and spin at 276.8 kJ/mol. The orbital gap is 9.3 eV. As for the total charge: 0.

Geometry (Å):
1 N 1.221 -0.395 -0.148
2 N -2.044 0.080 -0.250
3 C 0.012 0.036 0.428
4 C -1.026 1.056 -0.104
5 C -1.024 -0.981 0.027
6 C 2.502 0.225 -0.061
7 H -1.459 -1.805 0.562
8 H -2.758 0.125 0.460
9 H 0.120 0.083 1.517
10 H -0.663 -1.459 -0.916
11 H -0.636 1.598 -0.996
12 H -1.185 1.814 0.675
13 H 3.087 -0.515 -0.478
14 H 1.110 -1.437 -0.161
15 H 2.810 0.607 0.927
16 H 2.552 1.173 -0.544